This record from OMol25 describes a molecular structure, C7H21ClOP2Zr in a non-equilibrium geometry. The level of theory is the ωB97M-V functional and the def2-TZVPD basis.

Its total charge is +2. For the max |F|, the calculation gives 6.41 eV/Å. The energy above the lowest of the compared OMol25 structures with the same formula, charge and spin is 0.0 kJ/mol. The molar mass comes out at 309.87 g/mol. As for the LUMO energy: -9.44 eV. Its spin multiplicity is 1.

CARTESIAN COORDINATES (ANGSTROEM)
1 Zr -0.10374 0.11215 0.56733
2 H -1.65070 -0.96937 1.26888
3 H -1.97082 -0.24295 1.04601
4 P 0.01384 -2.35533 -0.39253
5 P -0.01336 2.55058 -0.50247
6 C 1.36907 3.57323 0.10627
7 H 1.23014 4.60933 -0.23334
8 H 1.42155 3.53238 1.20274
9 H 2.31416 3.18309 -0.29417
10 C 0.01003 2.96392 -2.29137
11 H -0.84510 2.48670 -2.79532
12 H -0.04235 4.05560 -2.44885
13 H 0.93009 2.57845 -2.76065
14 C -1.44889 3.51688 0.07238
15 H -1.51721 3.46151 1.16706
16 H -1.34892 4.55849 -0.26082
17 H -2.36759 3.08646 -0.35031
18 C 0.19765 -2.79777 -2.16154
19 H 0.12320 -3.89079 -2.28121
20 H -0.59124 -2.30359 -2.74354
21 H 1.17550 -2.45045 -2.51865
22 C 1.27373 -3.45637 0.34234
23 H 1.20110 -3.44188 1.43799
24 H 1.12647 -4.48702 -0.01770
25 H 2.28029 -3.11893 0.06293
26 C -1.49967 -3.31789 -0.00720
27 H -2.36717 -2.89273 -0.53009
28 H -1.37411 -4.36389 -0.32685
29 H -1.70760 -3.28859 1.06955
30 C 2.12408 -0.38331 1.19093
31 O 3.10134 -0.43184 1.81062
32 H -0.72616 0.23160 -1.06829
33 Cl -0.30834 1.02634 2.79858

***

This record from OMol25 describes a molecular structure, C7H22ClI2IrOP2 in a non-equilibrium geometry. The level of theory is the ωB97M-V functional and the def2-TZVPD basis.

Its total charge is +3. For the max |F|, the calculation gives 5.85 eV/Å. The energy above the lowest of the compared OMol25 structures with the same formula, charge and spin is 590.5 kJ/mol. Its expectation value of S² is 8.774. The molar mass comes out at 665.68 g/mol. As for the LUMO energy (spin up / spin down): -12.25 / -13.87 eV. Its spin multiplicity is 6.

CARTESIAN COORDINATES (ANGSTROEM)
1 I 0.61288 2.98020 2.13718
2 I 0.25970 -1.74490 3.35395
3 Ir -0.09186 -0.37600 -1.52668
4 P -2.02861 -0.09221 -0.41547
5 C -2.92689 -0.02030 1.12945
6 C -2.70102 1.30868 -1.42230
7 H -3.77902 1.08767 -1.46772
8 H -3.81578 -1.22177 -1.39564
9 H -2.22948 1.30698 -2.38285
10 H -2.27646 -1.61740 -2.32988
11 H -2.75990 0.91326 1.63963
12 H -2.53014 2.21171 -0.87214
13 C -2.76216 -1.50002 -1.32272
14 H -3.96300 -0.11612 0.89144
15 H -2.60256 -2.39175 -0.69096
16 H -2.62045 -0.84165 1.76437
17 P 1.84880 -0.10995 -0.43457
18 C 2.88603 -0.01554 1.16225
19 C 2.66910 -1.49071 -1.25971
20 H 2.17281 1.31785 -2.28656
21 H 3.67890 1.05522 -1.37644
22 H 2.46472 2.17865 -0.78294
23 C 2.62859 1.30070 -1.34703
24 H 2.22071 -1.57679 -2.25232
25 H 3.73001 -1.23336 -1.28863
26 H 3.91089 -0.15836 0.87881
27 H 2.56940 -0.81220 1.84720
28 H 2.49979 -2.37322 -0.64489
29 H 2.75140 0.94868 1.63572
30 Cl -0.02090 0.54758 -3.71585
31 C -0.24515 1.08629 3.31827
32 O 0.04322 0.56451 2.01607
33 H -1.29029 1.39129 3.39934
34 H 0.63113 1.76678 3.43764
35 H 0.06558 0.41502 4.09119
36 H 0.14223 -0.55419 2.03510

***

This record from OMol25 describes 5 unconnected molecules or ions with the total composition C7H22NO4 in a non-equilibrium geometry. The level of theory is the ωB97M-V functional and the def2-TZVPD basis.

Its total charge is +1. For the max |F|, the calculation gives 5.02 eV/Å. The energy above the lowest of the compared OMol25 structures with the same formula, charge and spin is 190.5 kJ/mol. The molar mass comes out at 184.26 g/mol. As for the LUMO energy: -2.82 eV. Its spin multiplicity is 1.

CARTESIAN COORDINATES (ANGSTROEM)
1 C 0.99419 -0.43695 -0.73765
2 C -0.32473 -1.27728 -0.50185
3 C -0.34916 -1.94329 0.85393
4 C 0.18413 -3.13426 0.96341
5 C -0.97179 -1.07469 2.00181
6 C -0.24066 0.26001 2.23597
7 C 1.03581 0.35444 2.65591
8 N 0.59602 1.01609 -0.97897
9 H 1.69540 -0.36761 0.13426
10 H 1.50375 -0.83178 -1.58649
11 H -1.28295 -0.65158 -0.54091
12 H -0.42320 -1.92656 -1.34404
13 H 0.59505 -3.58285 0.12555
14 H 0.26823 -3.64928 1.90089
15 H -2.05339 -0.69344 1.62709
16 H -0.96992 -1.77402 2.89687
17 H -0.91022 1.06717 2.35463
18 H 1.66757 1.16244 2.89962
19 H 1.61500 -0.59196 2.79077
20 H -0.02796 1.09101 -0.03889
21 H 1.42673 1.58111 -0.77263
22 H -0.13462 1.26545 -1.68126
23 H 3.62852 2.39628 -0.94362
24 H 3.72829 1.21517 -0.08218
25 O 3.09181 1.82400 -0.41561
26 H -2.70377 1.82360 2.26562
27 H -3.88619 1.47364 1.49727
28 O -3.16414 1.02198 1.91526
29 H -1.99131 1.80552 -3.07141
30 H -1.11192 3.04646 -2.63139
31 O -1.46810 2.18260 -2.37425
32 H -0.71539 -0.71181 -3.82444
33 H 0.59046 -1.02781 -4.19492
34 O 0.10845 -0.91182 -3.39834

***

This record from OMol25 describes 8 unconnected molecules or ions with the total composition C7H22O8 in a non-equilibrium geometry. The level of theory is the ωB97M-V functional and the def2-TZVPD basis.

Its total charge is 0. For the max |F|, the calculation gives 2.78 eV/Å. The SMILES is Cc1ccc(O)cc1.O.O.O.O.O.O.O. The energy above the lowest of the compared OMol25 structures with the same formula, charge and spin is 140.3 kJ/mol. The molar mass comes out at 234.24 g/mol. As for the LUMO energy: 0.07 eV. Its spin multiplicity is 1.

CARTESIAN COORDINATES (ANGSTROEM)
1 C 2.44580 -3.24116 0.27914
2 C 1.36804 -2.28129 -0.15456
3 C 1.74066 -0.93712 -0.34992
4 C 0.66501 -0.05382 -0.40322
5 C -0.66146 -0.43049 -0.59589
6 O -1.58201 0.58370 -0.76812
7 C -0.94748 -1.77460 -0.54729
8 C 0.08004 -2.71121 -0.40146
9 H 2.96985 -3.80338 -0.49708
10 H 2.11622 -3.95161 1.03326
11 H 3.28511 -2.72242 0.75284
12 H 2.73514 -0.57778 -0.13590
13 H 0.85492 1.01172 -0.31523
14 H -2.15246 0.64485 0.00363
15 H -1.91500 -2.24695 -0.66685
16 H -0.19239 -3.74860 -0.51924
17 O -2.43048 3.19454 -0.73218
18 H -1.76209 3.57877 -0.18253
19 H -1.88468 2.99163 -1.52801
20 O 2.51057 0.73567 2.41497
21 H 3.11235 1.38940 2.77630
22 H 2.29795 0.16542 3.15964
23 O -0.88807 2.86047 -2.89647
24 H -0.51141 1.97685 -2.81998
25 H -1.71308 2.73334 -3.38202
26 O -1.80012 -1.37617 3.56804
27 H -2.11411 -0.47083 3.62585
28 H -0.84891 -1.28537 3.45259
29 O -1.20177 1.95355 2.95068
30 H -1.22236 2.78942 2.48008
31 H -1.78349 2.02645 3.70737
32 O -3.54509 -1.29730 -2.40757
33 H -3.11427 -1.60909 -3.20538
34 H -2.88145 -1.22129 -1.71517
35 O 3.39906 2.36557 -2.12141
36 H 2.97418 2.00451 -1.34048
37 H 2.59728 2.73462 -2.51844

***

This record from OMol25 describes 7 unconnected molecules or ions with the total composition C7H23N5O12 in a non-equilibrium geometry. The level of theory is the ωB97M-V functional and the def2-TZVPD basis.

Its total charge is 0. For the max |F|, the calculation gives 3.09 eV/Å. The SMILES is C[N+](=O)[O-].C[N+](=O)[O-].C[N+](=O)[O-].C[N+](=O)[O-].C[N+](=O)[O-].CO.CO. The molar mass comes out at 369.28 g/mol. As for the LUMO energy: -0.12 eV. Its spin multiplicity is 1.

CARTESIAN COORDINATES (ANGSTROEM)
1 C -25.88123 20.31483 7.53577
2 N -25.49956 19.35775 8.57662
3 O -24.34417 19.35745 8.90949
4 O -26.38662 18.65925 9.01603
5 H -24.99269 20.81478 7.18820
6 H -26.66554 20.94221 7.93857
7 H -26.33219 19.78889 6.69497
8 C -28.53508 24.39536 10.82518
9 N -27.59411 25.05586 9.88925
10 O -26.51097 25.33206 10.30195
11 O -27.98368 25.28527 8.78835
12 H -28.31818 24.78879 11.80851
13 H -28.41363 23.32218 10.79412
14 H -29.53722 24.68038 10.52540
15 C -29.65690 18.72493 7.98289
16 N -31.07834 18.27182 8.12249
17 O -31.94513 19.13528 8.23456
18 O -31.28825 17.06736 8.11818
19 H -29.05648 18.18474 8.70293
20 H -29.62916 19.78881 8.13825
21 H -29.35793 18.42925 6.98496
22 C -33.77761 23.00045 7.21709
23 N -33.60253 24.18022 6.29339
24 O -34.44722 24.38883 5.47706
25 O -32.65814 24.87460 6.43711
26 H -32.81824 22.76933 7.63838
27 H -34.20259 22.20477 6.63253
28 H -34.49429 23.30082 7.98100
29 C -29.71213 26.41361 5.96399
30 N -29.79811 25.91602 4.56038
31 O -30.90047 25.85846 4.05713
32 O -28.72758 25.54803 4.05919
33 H -30.70081 26.69612 6.29078
34 H -28.99692 27.21911 5.99714
35 H -29.36614 25.54977 6.52136
36 C -29.11554 22.45420 6.82444
37 O -28.53082 21.44157 6.07546
38 H -29.65072 23.16947 6.17298
39 H -29.88331 22.03089 7.47458
40 H -28.42195 23.04656 7.43810
41 H -27.85336 21.81888 5.47503
42 C -26.17249 23.63491 4.66673
43 O -26.41860 22.30062 4.34597
44 H -26.96974 23.92507 5.34343
45 H -25.20883 23.74378 5.15905
46 H -26.25452 24.27250 3.79056
47 H -25.77722 21.99595 3.70082

***

This record from OMol25 describes a molecular structure, C7H23NO3PTi in a non-equilibrium geometry. The level of theory is the ωB97M-V functional and the def2-TZVPD basis.

Its total charge is +1. For the max |F|, the calculation gives 3.78 eV/Å. The energy above the lowest of the compared OMol25 structures with the same formula, charge and spin is 27.1 kJ/mol. The molar mass comes out at 248.11 g/mol. As for the LUMO energy (spin up / spin down): -6.42 / -6.41 eV. Its spin multiplicity is 1.

CARTESIAN COORDINATES (ANGSTROEM)
1 C 0.62201 -2.87179 -0.74239
2 Ti -0.55938 -1.24612 -1.65509
3 N -1.98531 -1.13541 0.02717
4 H -1.78721 -2.27910 -2.05459
5 H -2.35815 -2.01458 0.37510
6 H -0.86589 -0.85188 -3.16154
7 H 0.10574 -3.60501 -1.40489
8 H 0.56073 -3.21220 0.30306
9 H 1.65126 -2.77854 -1.13515
10 H -1.56646 -0.63363 0.83070
11 H -2.75974 -0.54837 -0.30289
12 C 3.45763 -0.54216 2.70341
13 C 3.04643 -1.01197 1.33571
14 O 2.28902 0.04981 0.66166
15 P 0.75024 -0.02998 0.20920
16 O -0.06186 0.71019 1.44105
17 C 0.21169 2.09597 1.86090
18 C -0.42299 2.36379 3.20095
19 O -1.49225 0.56033 -1.76382
20 C -1.54936 1.32808 -2.93958
21 C -2.68795 1.08148 -3.91949
22 H 2.59153 -0.38657 3.35405
23 H 4.03324 0.38495 2.63946
24 H 4.08931 -1.30194 3.16804
25 H 3.91825 -1.19254 0.70396
26 H 2.44247 -1.92224 1.39349
27 H 1.29808 2.23054 1.91306
28 H -0.19823 2.76587 1.09651
29 H 0.12075 1.86694 4.01085
30 H -0.39071 3.43907 3.40053
31 H -1.46715 2.04260 3.23075
32 H -1.56263 2.39690 -2.67846
33 H -0.61335 1.12805 -3.49294
34 H -3.65331 1.47640 -3.61358
35 H -2.40993 1.61291 -4.82832
36 H -2.79651 0.03013 -4.16688

***

This record from OMol25 describes 6 unconnected molecules or ions with the total composition C7H23NO5 in a non-equilibrium geometry. The level of theory is the ωB97M-V functional and the def2-TZVPD basis.

Its total charge is -1. For the max |F|, the calculation gives 1.87 eV/Å. The energy above the lowest of the compared OMol25 structures with the same formula, charge and spin is 32.9 kJ/mol. Its expectation value of S² is 0.773. The molar mass comes out at 201.26 g/mol. As for the LUMO energy (spin up / spin down): 2.76 / 2.69 eV. Its spin multiplicity is 2.

CARTESIAN COORDINATES (ANGSTROEM)
1 C -1.17691 -0.16486 1.00715
2 C 0.15519 -0.14629 0.18546
3 C -0.13525 0.29592 -1.21797
4 C -0.77532 1.47694 -1.59134
5 C -1.03121 2.72293 -0.92938
6 C -1.13547 3.15314 0.37102
7 C 0.46507 -0.48335 -2.37401
8 N -1.45531 -1.37848 1.76456
9 H -2.01857 -0.07953 0.31877
10 H -1.20358 0.73929 1.60577
11 H 0.59960 -1.14408 0.23980
12 H 0.93772 0.41578 0.73400
13 H -1.15195 1.50423 -2.61435
14 H -1.37010 3.50328 -1.62035
15 H -0.73126 2.74424 1.29485
16 H -1.44659 4.16517 0.59969
17 H 1.54382 -0.60479 -2.20548
18 H 0.04398 -1.49481 -2.49767
19 H 0.27103 0.08122 -3.28361
20 H -1.73668 -2.16375 1.19431
21 H -0.69356 -1.62291 2.37569
22 H -2.99564 -0.86040 -1.87554
23 H -2.82976 -1.32210 -3.30294
24 O -2.77689 -1.64809 -2.39167
25 H 3.85334 -0.09273 1.60104
26 H 3.57191 -1.51189 0.99812
27 O 3.26832 -0.87029 1.67197
28 H -0.39387 -3.67822 0.05312
29 H -0.55555 -3.01814 -1.30551
30 O 0.12501 -3.43049 -0.72754
31 H 1.56987 2.13598 0.70798
32 H 1.73002 3.18880 -0.57789
33 O 2.13435 2.65786 0.12544
34 H 1.87904 -0.76023 2.73193
35 H 1.43786 -0.96092 4.20438
36 O 1.17891 -0.57517 3.36045

***

This record from OMol25 describes 5 unconnected molecules or ions with the total composition C7H24O7 in a non-equilibrium geometry. The level of theory is the ωB97M-V functional and the def2-TZVPD basis.

Its total charge is 0. For the max |F|, the calculation gives 3.91 eV/Å. The SMILES is OCCO.OCCO.CO.CO.CO. The energy above the lowest of the compared OMol25 structures with the same formula, charge and spin is 391.0 kJ/mol. The molar mass comes out at 220.26 g/mol. As for the LUMO energy: 0.47 eV. Its spin multiplicity is 1.

CARTESIAN COORDINATES (ANGSTROEM)
1 O 23.84165 -9.43605 5.88491
2 C 24.19185 -9.92266 4.57894
3 C 25.41692 -9.24470 4.06787
4 O 25.58287 -9.71523 2.73701
5 H 22.88375 -9.37539 5.86604
6 H 24.41899 -10.98871 4.57234
7 H 23.36104 -9.69571 3.91085
8 H 26.23970 -9.47762 4.74379
9 H 25.36830 -8.15741 4.00851
10 H 24.66535 -9.94800 2.57706
11 O 25.40886 -6.73209 13.35783
12 C 26.81540 -6.52659 13.17268
13 C 27.24732 -6.76007 11.63160
14 O 27.10079 -8.15464 11.41319
15 H 25.22072 -6.74576 14.29911
16 H 27.08122 -5.51940 13.49364
17 H 27.44512 -7.20985 13.74251
18 H 28.20868 -6.27960 11.44986
19 H 26.46342 -6.25532 11.06694
20 H 26.26815 -8.28787 10.95433
21 C 32.78305 -2.55022 8.42081
22 O 31.57742 -3.25399 8.04893
23 H 32.67732 -1.47606 8.57283
24 H 33.00273 -3.01585 9.38156
25 H 33.61792 -2.67887 7.73194
26 H 31.79636 -4.16690 7.84828
27 C 24.63280 -2.62000 6.17243
28 O 24.36385 -1.31837 6.65691
29 H 23.92118 -2.89026 5.39226
30 H 25.65717 -2.65309 5.80139
31 H 24.61781 -3.34689 6.98453
32 H 24.79324 -1.18274 7.50475
33 C 20.45669 -5.33872 19.09950
34 O 21.85754 -5.23464 18.84427
35 H 19.85597 -4.48184 18.79455
36 H 19.92036 -6.18739 18.67499
37 H 20.42897 -5.37246 20.18862
38 H 22.25534 -4.66917 19.51030

***

- Which value of total charge does entry 4 give?
  0